(1)
Here is a molecular structure, CClF3OS at a distorted geometry from the Open Molecules 2025 dataset. Energies are from wB97M-V/def2-TZVPD.

ΔE to the lowest compared entry with this formula, charge and spin in kcal per mole: 48.7

Geometry as ORCA input:
```
! wB97M-V def2-TZVPD RIJCOSX def2/J DEFGRID3
* xyz 0 1
C 2.1247 -0.3983 0.3105
O -2.3928 -0.9462 0.9293
F 2.6191 -0.6026 -0.8701
F 2.4765 0.8908 0.5049
F -2.6379 1.2653 -0.2511
S -2.1469 -0.3199 -0.3096
Cl -0.0427 0.1107 -0.3138
*
```

(2)
Here is a molecular structure, C5H5IO3S2 at a distorted geometry from the Open Molecules 2025 dataset. Energies are from wB97M-V/def2-TZVPD.

ΔE to the lowest compared entry with this formula, charge and spin in kcal per mole: 1.9

Geometry as ORCA input:
```
! wB97M-V def2-TZVPD RIJCOSX def2/J DEFGRID3
* xyz 0 1
C 1.2960 -0.0084 -0.2580
C 2.6649 0.0790 -0.2123
C 0.6406 0.8663 -1.1773
C 1.6137 1.4082 -1.9748
C -1.5865 0.5921 -0.5151
O -0.0111 -0.5095 -3.7926
O -1.9818 -1.0077 -2.5217
O -0.6635 1.0820 -1.4860
S 3.2307 1.1353 -1.4398
S -1.3298 -0.0684 -3.3429
I 1.3543 2.8341 -3.4826
H 0.6333 -0.8021 0.2960
H 3.3748 -0.4273 0.4140
H -1.5944 -0.5489 -0.5331
H -2.5308 1.0363 -0.6839
H -1.3770 0.9900 0.4385
*
```

(3)
Here is 3 unconnected molecules or ions with the total composition H6O3 at a distorted geometry from the Open Molecules 2025 dataset. Energies are from wB97M-V/def2-TZVPD.

Structure (SMILES): O.O.O
ΔE to the lowest compared entry with this formula, charge and spin in kcal per mole: 11.2

Geometry as ORCA input:
```
! wB97M-V def2-TZVPD RIJCOSX def2/J DEFGRID3
* xyz 0 1
O 12.0930 -12.9050 26.4610
H 11.5530 -13.2500 25.7520
H 11.6400 -13.0250 27.3110
O 10.7270 -13.1040 28.8090
H 10.6720 -13.4510 29.6160
H 9.9850 -12.4730 28.7370
O 8.7650 -11.1560 28.0880
H 8.1310 -11.4980 27.4280
H 9.5830 -10.9000 27.6360
*
```

(4)
Here is a molecular structure, C34H34CrN9SSbSe4 from the Open Molecules 2025 dataset. Energies are from wB97M-V/def2-TZVPD.

ΔE to the lowest compared entry with this formula, charge and spin in kcal per mole: 26.7
⟨S²⟩: 3.86

Geometry as ORCA input:
```
! wB97M-V def2-TZVPD RIJCOSX def2/J DEFGRID3
* xyz -1 4
Cr -1.3555 -0.8453 0.3082
Se -3.2168 1.3753 -3.6681
Sb -3.4893 -0.1920 -1.8785
Se -2.9616 1.0605 0.3214
Se -1.6585 -2.0239 -1.8667
Se -5.5780 -1.3236 -1.4863
S -2.3899 -4.0550 3.2272
C -3.2986 -4.3809 1.8018
C -3.1977 -3.3914 0.8733
C -2.3474 -2.3188 1.2882
C -1.8575 -2.5524 2.5453
C -1.1387 -1.5124 3.2518
C -0.8273 -1.5496 4.6120
C -0.3567 -0.4078 5.2265
C -0.2330 0.7556 4.4792
C -0.5216 0.6977 3.1272
N -0.9004 -0.4140 2.5042
H -3.8701 -5.2944 1.7348
H -3.7241 -3.3974 -0.0711
H -1.0044 -2.4583 5.1719
H -0.1284 -0.4113 6.2852
H 0.0727 1.6912 4.9258
H -0.4608 1.5785 2.5105
C 2.9368 -1.9827 -0.0800
C 1.7513 -1.2838 0.0442
N 0.6272 -1.8324 0.5215
C 0.6686 -3.1328 0.8228
C 1.8109 -3.9191 0.7283
C 2.9767 -3.3180 0.2848
C 1.7426 -5.3296 1.1648
C 0.8766 -6.2484 0.7444
C -0.0823 -6.1287 -0.3725
C -1.1976 -6.9569 -0.4222
C -2.0106 -6.8498 -1.5348
N -1.7544 -6.0049 -2.5273
C -0.6833 -5.2337 -2.3668
N 0.1711 -5.2564 -1.3490
H 3.8149 -1.4766 -0.4575
H 1.6892 -0.2425 -0.2200
H -0.2511 -3.5822 1.1654
H 3.8941 -3.8888 0.2047
H 2.4257 -5.6101 1.9614
H 0.8657 -7.2063 1.2539
H -1.4189 -7.6514 0.3771
H -2.8970 -7.4667 -1.6399
H -0.4802 -4.5157 -3.1518
C 2.5463 1.0790 -3.1040
C 1.1023 1.2173 -3.6117
C 0.9995 0.7075 -5.0461
C 0.6628 2.6783 -3.5536
N 0.1598 0.4000 -2.8461
N -0.0532 0.7887 -1.5081
H 3.2273 1.7271 -3.6622
H 2.8892 0.0462 -3.2096
H 2.6258 1.3617 -2.0485
H 1.6556 1.2746 -5.7107
H -0.0332 0.7950 -5.3841
H 1.2873 -0.3461 -5.0997
H 1.2321 3.2686 -4.2753
H 0.8346 3.1108 -2.5636
H -0.4017 2.7480 -3.7842
H 0.3935 -0.5863 -2.8572
H -0.7285 1.5490 -1.4974
H 0.8068 1.1039 -1.0734
N -1.5228 10.4070 0.6903
C -1.0943 9.3420 0.7413
C -0.5545 8.0102 0.8185
C -1.3979 6.9029 0.7679
C -0.8765 5.6267 0.8681
C 0.4979 5.4531 1.0040
C 1.3444 6.5551 1.0397
C 0.8188 7.8299 0.9548
N 1.0346 4.1499 1.1023
C 2.2397 3.7702 1.6662
C 2.3052 2.4188 1.5220
N 1.1763 1.9547 0.8859
C 0.4476 3.0084 0.6406
H -2.4645 7.0416 0.6592
H -1.5425 4.7739 0.8541
H 2.4139 6.4177 1.1136
H 1.4724 8.6910 0.9822
H 2.9007 4.4742 2.1383
H 3.0757 1.7493 1.8669
H -0.5129 2.9880 0.1446
*
```

(5)
Here is a molecular structure, C8H13NO at a distorted geometry from the Open Molecules 2025 dataset. Energies are from wB97M-V/def2-TZVPD.

ΔE to the lowest compared entry with this formula, charge and spin in kcal per mole: 79.8

Geometry as ORCA input:
```
! wB97M-V def2-TZVPD RIJCOSX def2/J DEFGRID3
* xyz 0 1
C 2.4812 0.2766 -0.9908
C 1.3750 -0.3700 -1.2908
C 2.5634 0.6203 0.4589
C 0.5493 -0.6382 -0.0523
C -1.7159 -0.6178 -1.0130
C -0.6648 1.5553 -0.0632
C -1.3567 -0.3677 1.4200
C -0.8560 0.0360 0.0639
N 1.6302 0.2327 1.1689
O 0.4809 -1.9449 0.2687
H 3.0808 0.6070 -1.6787
H 1.0006 -0.6910 -2.1876
H 3.2861 1.1773 0.9618
H -1.5074 -1.6223 -1.0902
H -1.6367 -0.2096 -1.9587
H -2.6793 -0.5342 -0.6213
H -1.4928 2.2114 -0.2637
H -0.4770 1.9157 0.9520
H 0.3446 1.7378 -0.5964
H -1.8963 0.4537 1.9747
H -0.4800 -0.6662 1.8959
H -2.1035 -1.1123 1.5293
H 0.0740 -2.0495 1.1126
*
```

(6)
Here is a single C4H7NO molecule from the Open Molecules 2025 dataset. Energies are from wB97M-V/def2-TZVPD.

Structure (SMILES): CCCC1=NO1
ΔE to the lowest compared entry with this formula, charge and spin in kcal per mole: 87.0

Geometry as ORCA input:
```
! wB97M-V def2-TZVPD RIJCOSX def2/J DEFGRID3
* xyz 0 1
C -1.8445 -0.1885 0.1181
C -0.4298 -0.4720 -0.3208
C 0.5685 0.5941 0.0898
C 1.9567 0.1310 0.0214
N 2.6890 -0.8391 -0.2406
O 3.1017 0.7211 0.2696
H -2.5188 -0.9928 -0.1848
H -1.9026 -0.0981 1.2032
H -2.2037 0.7426 -0.3191
H -0.3864 -0.6009 -1.3995
H -0.1001 -1.4211 0.1009
H 0.4883 1.4990 -0.5085
H 0.3929 0.9433 1.1058
*
```

(7)
Here is a single C3H3NO2 molecule at a distorted geometry from the Open Molecules 2025 dataset. Energies are from wB97M-V/def2-TZVPD.

ΔE to the lowest compared entry with this formula, charge and spin in kcal per mole: 163.5

Geometry as ORCA input:
```
! wB97M-V def2-TZVPD RIJCOSX def2/J DEFGRID3
* xyz 0 1
C -0.5519 0.1135 0.7126
C -0.5563 1.0973 -0.4175
C -0.5104 -1.1692 -0.0693
N -2.0040 0.2707 0.6598
O -1.8745 1.0643 -0.3961
O -1.5919 -1.6126 -0.3311
H -0.0121 0.2002 1.6438
H 0.0585 1.3816 -1.2462
H 0.4520 -1.5703 -0.4183
*
```

(8)
Here is 2 unconnected molecules or ions with the total composition C3H13N6 at a distorted geometry from the Open Molecules 2025 dataset. Energies are from wB97M-V/def2-TZVPD.

ΔE to the lowest compared entry with this formula, charge and spin in kcal per mole: 44.4

Geometry as ORCA input:
```
! wB97M-V def2-TZVPD RIJCOSX def2/J DEFGRID3
* xyz 1 1
C -0.6337 -2.3524 -0.5725
C -0.9865 -1.3692 0.6422
C 1.1571 -0.9033 -1.4746
N -0.0675 -1.5476 -1.6235
N 0.3068 -0.9701 1.1081
N 2.2389 1.0216 -2.1606
N -1.1378 2.4219 1.6649
N 1.1490 0.3507 -1.8641
N 0.5827 0.2261 1.4827
H 0.0406 -3.0176 -0.1778
H -1.4675 -2.8858 -1.0944
H -1.5624 -0.5135 0.3732
H -1.2492 -2.0401 1.3554
H 1.9233 -1.4155 -1.0241
H -0.6783 -0.9518 -2.1981
H 3.0761 0.5583 -2.3566
H 2.0280 1.9442 -2.7160
H -1.4472 2.5936 0.6950
H -1.9087 2.2172 2.2907
H -0.5960 3.2251 1.8353
H 1.5484 0.3768 1.7808
H -0.1845 0.8693 1.4373
*
```

(9)
Here is a molecular structure, C2H3N3O2 at a distorted geometry from the Open Molecules 2025 dataset. Energies are from wB97M-V/def2-TZVPD.

ΔE to the lowest compared entry with this formula, charge and spin in kcal per mole: 151.3

Geometry as ORCA input:
```
! wB97M-V def2-TZVPD RIJCOSX def2/J DEFGRID3
* xyz 0 1
C -0.6775 -0.2655 1.4673
C -0.3554 0.2643 -0.4829
H 1.7226 0.0770 -1.1766
H -0.7726 -0.6893 2.5327
H -1.2403 -0.7466 -1.8473
N 0.6286 0.7747 0.0593
N -1.5511 -0.1287 0.4704
N -0.2856 -0.2254 -1.7302
O 1.8965 0.7527 -0.5186
O 0.6348 0.1867 1.2259
*
```

(10)
Here is 2 unconnected molecules or ions with the total composition C4H11N3O at a distorted geometry from the Open Molecules 2025 dataset. Energies are from wB97M-V/def2-TZVPD.

Structure (SMILES): [H]/N=C\N.CNC(C)=O
ΔE to the lowest compared entry with this formula, charge and spin in kcal per mole: 46.8

Geometry as ORCA input:
```
! wB97M-V def2-TZVPD RIJCOSX def2/J DEFGRID3
* xyz 0 1
H 1.3051 2.3079 -0.9459
N 1.5724 1.9271 -0.0346
C 0.5487 1.7960 0.7302
N -0.7677 2.1071 0.3329
H 0.6355 1.4589 1.7734
H -1.4752 2.1406 1.0597
H -0.9488 2.3195 -0.6402
C 1.7321 -1.6037 0.1038
N 0.5994 -0.7580 -0.1983
C -0.6486 -1.2618 -0.6601
C -1.9490 -0.7649 -0.0812
O -0.6779 -2.3208 -1.2918
H 1.4113 -2.5727 0.4896
H 2.3927 -1.0809 0.7988
H 2.2823 -1.7624 -0.8273
H 0.8644 0.1061 -0.6707
H -2.3419 -0.0406 -0.8012
H -2.6897 -1.5701 -0.0896
H -1.8451 -0.4273 0.9524
*
```

(11)
Here is 2 unconnected molecules or ions with the total composition C4H13N4O at a distorted geometry from the Open Molecules 2025 dataset. Energies are from wB97M-V/def2-TZVPD.

ΔE to the lowest compared entry with this formula, charge and spin in kcal per mole: 71.8
⟨S²⟩: 0.76

Geometry as ORCA input:
```
! wB97M-V def2-TZVPD RIJCOSX def2/J DEFGRID3
* xyz 0 2
C 2.2372 2.1880 0.0488
C 1.3926 1.2637 0.8621
O 0.2737 0.8892 0.5601
N 1.9651 0.6443 1.9039
H 1.3694 0.0847 2.5801
H 2.7208 1.2936 2.2993
H 2.4711 1.6364 -0.9322
H 3.2647 2.3583 0.5828
H 1.6122 3.0495 -0.4243
C -1.5138 0.1007 -1.9831
C -1.3149 -1.4802 -0.0560
N -1.3464 -2.6856 -0.6189
N -1.6943 -0.2812 -0.5515
N -0.9630 -1.4763 1.3746
H -1.7611 -2.8565 -1.5645
H -1.2667 -3.7128 -0.0968
H -1.6511 0.5954 -0.0459
H -0.7487 -0.6425 1.7486
H -0.4706 -2.2769 1.6592
H -0.4946 0.7543 -2.1979
H -2.2469 0.9834 -2.3287
H -1.8350 -0.4296 -2.8196
*
```

(12)
Here is 2 unconnected molecules or ions with the total composition C3H4OS2 at a distorted geometry from the Open Molecules 2025 dataset. Energies are from wB97M-V/def2-TZVPD.

ΔE to the lowest compared entry with this formula, charge and spin in kcal per mole: 140.5

Geometry as ORCA input:
```
! wB97M-V def2-TZVPD RIJCOSX def2/J DEFGRID3
* xyz 0 1
C -2.2683 0.6260 0.2364
C -1.3002 -0.0416 -0.0135
C -0.1080 -0.7384 -0.2263
O 1.2180 1.5563 -0.3440
S 2.9639 -0.7443 0.0246
S 1.3395 0.2436 0.2278
H -3.1276 1.2058 0.4018
H 0.2564 -0.7476 -1.9300
H -0.0284 -1.7820 0.0178
H 1.0547 0.4221 1.6054
*
```